# 1
Density functional theory data (ωB97M-V/def2-TZVPD) for an isolated molecule of C7H14O3.

```
! wB97M-V def2-TZVPD RIJCOSX def2/J DEFGRID3
* xyz 0 1
C -0.23859 1.69434 -1.37334
O -0.10256 1.26178 -0.03801
C -0.72753 -0.01611 0.36273
C -2.13634 -0.18483 -0.19348
C -0.77255 0.04047 1.88743
C 0.19889 -1.17019 -0.13466
O -0.29394 -1.81485 -1.27412
C 1.60301 -0.59130 -0.46683
C 2.43524 -0.06019 0.65500
O 2.02828 -0.77279 -1.58921
H -1.27050 1.97235 -1.60627
H 0.39088 2.57892 -1.47011
H 0.09278 0.92828 -2.07884
H -2.12492 -0.28297 -1.27455
H -2.57301 -1.09332 0.21280
H -2.74288 0.67080 0.09478
H -1.37989 0.89000 2.18868
H -1.21141 -0.87253 2.28211
H 0.21940 0.16616 2.30892
H 0.31252 -1.89797 0.68158
H 0.39235 -1.70992 -1.96112
H 2.30961 -0.63711 1.56744
H 3.48322 -0.05884 0.36384
H 2.10792 0.95982 0.85524
*
```

Summary:
Relative energy (zero: lowest compared OMol25 entry of this formula, charge and spin) (kJ/mol): 109.1
SMILES: COC(C)(C)[C@@H](O)C(C)=O
M (u): 146.2
F_max (eV Å⁻¹): 1.48

Atom charges from the Löwdin analysis, given in e for atoms 1 to 6: -0.087 -0.180 -0.479 -0.022 -0.012 -0.254

=====

# 2
Density functional theory data (ωB97M-V/def2-TZVPD) for a cluster of 4 separate species, C2H10O4 in total.

```
! wB97M-V def2-TZVPD RIJCOSX def2/J DEFGRID3
* xyz 0 1
C -0.68062 -2.16404 2.69083
C -1.61342 -1.99026 1.78040
O -1.36838 -1.66163 0.46633
H -0.87160 -2.43405 3.71602
H 0.37429 -2.12407 2.45092
H -2.75118 -1.92937 1.82401
H -0.89962 -2.36662 -0.00623
O -1.70115 5.87731 1.22285
H -1.71045 6.73466 1.68280
H -2.65272 5.96086 1.03558
O 3.95658 2.11447 -3.59251
H 3.79502 2.71970 -2.85883
H 4.90368 1.95464 -3.51097
O 0.39271 -3.71660 -1.98529
H 0.38827 -2.76653 -2.11063
H 0.43859 -4.20847 -2.80531
*
```

Summary:
Relative energy (zero: lowest compared OMol25 entry of this formula, charge and spin) (kJ/mol): 162.3
SMILES: C=CO.O.O.O
M (u): 98.1
F_max (eV Å⁻¹): 2.38

Atom charges from the Löwdin analysis, given in e for atoms 1 to 6: 0.008 -0.286 -0.055 0.048 0.061 0.131

=====

# 3
Density functional theory data (ωB97M-V/def2-TZVPD) for a cluster of 16 separate species, C6H40O15 in total.

```
! wB97M-V def2-TZVPD RIJCOSX def2/J DEFGRID3
* xyz 0 1
C -3.33926 1.39660 -2.13389
C -1.95410 0.74078 -2.27338
C -0.81759 1.73567 -2.47820
C 0.45006 1.32220 -2.35629
C 1.46234 2.39910 -2.35223
C 2.70242 2.37474 -2.82119
H -4.10758 0.94508 -2.76148
H -3.21804 2.46246 -2.28153
H -3.77946 1.29891 -1.13852
H -1.94183 -0.13480 -2.91974
H -1.69111 0.34314 -1.28861
H -1.00116 2.79314 -2.44142
H 0.68573 0.26922 -2.43065
H 1.18368 3.30479 -1.83138
H 3.10952 1.53759 -3.38797
H 3.37509 3.20771 -3.00433
H 0.66062 -4.90077 2.74551
H 0.71231 -3.45234 2.84095
O 0.59580 -4.13465 2.15780
H -3.44603 -2.45435 0.18445
H -2.27416 -2.75404 0.98532
O -3.22132 -2.60397 1.11196
H 3.12337 2.93871 -0.25350
H 2.23620 4.04246 -0.00536
O 3.09198 3.72293 0.32284
H -1.21410 2.36273 1.92304
H -0.25885 1.09567 1.67471
O -0.32002 2.06239 1.65736
H 3.95749 2.22584 2.54753
H 4.71882 0.90614 2.64916
O 3.89130 1.28669 2.33377
H -3.34583 2.92769 1.72731
H -3.15829 1.75290 2.87519
O -2.85178 2.59131 2.47516
H -0.71402 3.62475 0.16144
H -1.10383 4.79697 -0.85978
O -1.30032 3.90908 -0.54785
H 1.66700 1.48230 0.86029
H 3.04332 0.76957 0.50943
O 2.10176 0.80243 0.32042
H 1.56509 -2.50920 -4.05955
H 0.90716 -3.09167 -2.78065
O 0.73836 -2.85741 -3.70217
H 1.46303 -0.36921 1.61789
H 0.99827 -1.79446 1.18537
O 1.01309 -1.18201 1.93287
H -2.46866 -0.95363 5.30125
H -0.98025 -0.77841 5.38815
O -1.66502 -1.09898 4.78731
H 2.80730 -3.36713 -1.49763
H 4.23628 -2.88709 -1.34722
O 3.69384 -3.48422 -1.88264
H -2.24268 -0.53236 3.00536
H -3.51985 -0.76754 2.22543
O -2.91219 -0.06076 2.48094
H 1.70236 -4.89426 -0.18549
H 0.57393 -3.80422 -0.12574
O 1.40611 -4.05161 -0.53809
H -1.80606 -3.07389 -2.06455
H -1.61582 -4.20295 -1.10512
O -1.60440 -3.23573 -1.13207
*
```

Summary:
Relative energy (zero: lowest compared OMol25 entry of this formula, charge and spin) (kJ/mol): 294.1
M (u): 352.4
F_max (eV Å⁻¹): 1.85

Atom charges from the Löwdin analysis, given in e for atoms 1 to 6: -0.100 -0.225 -0.107 -0.110 -0.211 -0.018

=====

Number 1: E_tot -13628.0521 eV. Number 2: E_tot -10424.5104 eV. Number 3: E_tot -37582.6699 eV.